(1)
Computed, not measured: C23H21N4O8S5Y as an isolated structure at a distorted geometry, with ωB97M-V with the def2-TZVPD basis set.

CARTESIAN COORDINATES (ANGSTROEM)
Y 0.872 -0.380 -0.681
N 1.091 1.998 0.383
C -0.259 2.312 0.875
C -1.245 1.952 -0.252
O -2.045 2.815 -0.646
N -1.073 0.711 -0.702
C -1.583 0.479 -2.051
C -0.419 0.768 -3.056
O -0.679 0.961 -4.240
O 0.751 0.823 -2.515
H 1.298 2.559 -0.437
H 1.813 2.163 1.072
H -0.460 1.702 1.755
H -0.399 3.366 1.130
H -1.909 -0.556 -2.175
H -2.407 1.148 -2.290
O 4.339 -2.855 -0.175
S 3.278 -2.017 0.344
O 3.257 -2.088 1.824
O 1.947 -2.397 -0.196
S 3.543 -0.084 -0.158
N 0.683 -0.704 1.640
S 1.774 -0.371 2.722
C 0.857 0.820 3.831
C 1.428 2.062 4.064
C 0.734 3.036 4.771
C -0.541 2.768 5.245
C -1.110 1.519 5.021
C -0.415 0.551 4.316
C 1.789 -1.606 4.041
C 2.479 -1.321 5.209
C 2.448 -2.223 6.260
C 1.736 -3.410 6.137
C 1.075 -3.699 4.952
C 1.109 -2.800 3.894
H -0.091 -1.264 1.997
H 2.422 2.267 3.675
H 1.188 4.005 4.940
H -1.100 3.533 5.769
H -2.105 1.304 5.392
H -0.871 -0.416 4.128
H 3.040 -0.397 5.288
H 2.973 -1.999 7.181
H 1.706 -4.111 6.963
H 0.528 -4.627 4.840
H 0.626 -3.038 2.953
O 1.168 -1.831 -2.655
S 0.137 -2.803 -2.357
O -0.821 -3.034 -3.408
N -0.627 -2.449 -0.946
C -0.629 -3.507 -0.136
S -1.433 -3.580 1.322
C 0.167 -4.665 -0.638
C 0.403 -5.874 -0.006
C 1.259 -6.781 -0.615
C 1.865 -6.488 -1.832
C 1.613 -5.283 -2.476
C 0.765 -4.394 -1.857
H -0.064 -6.075 0.948
H 1.471 -7.727 -0.132
H 2.550 -7.198 -2.279
H 2.082 -5.037 -3.420

Its net charge is -2. The energy relative to the best compared isomer or geometry (same formula, charge and spin) comes out at 27.13 kcal/mol.

***

(2)
Computed, not measured: CH3F2O3P as an isolated structure at a distorted geometry, with ωB97M-V with the def2-TZVPD basis set.

CARTESIAN COORDINATES (ANGSTROEM)
C -0.886 -0.046 -0.576
O -1.459 -1.180 -0.334
O 2.088 1.326 0.878
O 1.580 0.009 0.893
F -1.193 0.846 0.493
F -1.245 0.781 -1.606
P 1.405 -0.552 -0.612
H -2.416 -1.260 -0.288
H 1.318 1.927 1.169
H 0.808 -1.851 -0.016

The energy relative to the best compared isomer or geometry (same formula, charge and spin) comes out at 44.20 kcal/mol.

***

(3)
Computed, not measured: C23H42N2O3P2Pt as an isolated structure at a distorted geometry, with ωB97M-V with the def2-TZVPD basis set.

CARTESIAN COORDINATES (ANGSTROEM)
P -4.076 -0.402 -0.046
P -2.883 -3.163 2.069
C -4.880 -2.073 0.314
C -4.601 -2.726 1.636
H -4.735 -2.798 -0.506
H -5.948 -1.822 0.329
H -4.857 -1.988 2.408
H -5.170 -3.679 1.720
C -3.042 -5.033 2.107
H -2.254 -5.459 2.735
H -3.000 -5.531 1.129
H -4.022 -5.201 2.562
C -3.098 -3.016 3.891
H -3.715 -3.878 4.174
H -3.578 -2.063 4.141
H -2.130 -3.060 4.398
C -5.192 -0.362 -1.485
H -4.883 0.208 -2.354
H -6.151 -0.047 -1.064
H -5.295 -1.367 -1.901
C -4.914 0.684 1.270
H -4.772 0.319 2.302
H -5.936 0.529 0.904
H -4.645 1.713 1.111
Pt -2.570 1.010 0.585
C -0.257 -3.667 1.968
C 0.478 -4.752 1.565
C 0.383 -5.535 0.301
C -0.355 -4.915 -0.943
C -1.614 -4.217 -0.649
C -1.784 -2.873 -0.595
C -1.188 -1.838 0.385
C -0.148 -2.220 1.488
C -2.697 1.382 -1.463
H -0.642 -3.684 2.988
H 1.364 -5.040 2.203
H -0.060 -6.536 0.421
H 1.412 -5.685 -0.058
H 0.315 -4.202 -1.446
H -0.643 -5.666 -1.700
H -2.509 -4.846 -0.541
H -2.362 -2.391 -1.376
H -2.000 -1.385 1.014
H -0.802 -0.978 -0.207
H 0.871 -1.941 1.204
H -0.401 -1.562 2.332
H -2.388 2.441 -1.568
H -3.635 1.345 -2.040
H -1.956 0.717 -1.944
C 4.189 2.824 0.661
C 2.744 2.537 0.263
C 2.114 1.464 1.136
C 3.017 0.205 1.300
C 3.600 -0.318 -0.017
C 1.898 2.030 2.586
O 2.782 2.499 3.299
N 0.580 2.098 3.026
C -0.611 1.807 2.332
O -1.726 1.784 2.894
N -0.476 1.512 1.013
C 0.711 1.197 0.402
O 0.756 0.673 -0.694
H 4.279 2.775 1.762
H 4.460 3.826 0.300
H 4.886 2.096 0.213
H 2.120 3.444 0.357
H 2.692 2.205 -0.782
H 3.847 0.488 1.971
H 2.481 -0.624 1.796
H 4.247 0.419 -0.506
H 4.201 -1.220 0.146
H 2.792 -0.559 -0.717
H 0.518 2.430 3.986

Its multiplicity is 5. Its net charge is +2. The energy relative to the best compared isomer or geometry (same formula, charge and spin) comes out at 54.98 kcal/mol.

***

(4)
Computed, not measured: a 2-piece molecular cluster, C3H6F2OP2 overall at a distorted geometry, with ωB97M-V with the def2-TZVPD basis set.

CARTESIAN COORDINATES (ANGSTROEM)
C 1.709 -0.172 -0.252
C 0.274 -0.477 -0.543
C 1.986 1.310 -0.211
O 1.248 -0.724 -1.525
F -0.376 -1.669 -0.216
F 3.337 1.559 -0.086
P 2.455 -1.279 0.928
P -4.195 -0.308 -0.385
H 1.480 1.746 0.710
H 1.712 2.027 -1.162
H -3.503 0.310 0.578
H 2.948 -0.160 1.750
H -3.722 -1.758 0.021
H -5.351 -0.406 0.392

The energy relative to the best compared isomer or geometry (same formula, charge and spin) comes out at 90.95 kcal/mol.

***

- Which of these has the highest energy relative to the best compared isomer or geometry (same formula, charge and spin)?
  C3H6F2OP2

***

- Which of these has the highest energy relative to the best compared isomer or geometry (same formula, charge and spin)?
  C3H6F2OP2

***

- Which formula does entry 1 have?
  C23H21N4O8S5Y

***

- What is the formula in the third record?
  C23H42N2O3P2Pt